# 1
59
Properties=species:S:1:pos:R:3:forces:R:3:lowdin_charge:R:1 method="wB97M-V/def2-TZVPD" homo_lumo_gap_ev=9.859 homo_energy_ev=-8.3 energy_ha=-2261.19979 charge=-1 e_above_lowest_ev=0.0000
C -13.233580 -1.263200 -4.292980 -0.1 -0.7 -1.7 -0.61
F -12.612700 -1.695430 -3.198230 0.4 -0.2 -0.4 0.12
F -13.308720 0.040780 -4.243520 0.0 0.8 0.0 0.16
F -12.552310 -1.601300 -5.449120 -0.9 0.3 2.3 0.11
S -14.921410 -2.063250 -4.354790 -1.1 -4.2 1.6 0.68
O -15.921740 -1.164800 -4.920730 1.2 0.2 0.2 -0.34
O -14.670840 -3.245730 -5.203590 -0.3 1.8 1.2 -0.30
O -15.239280 -2.448330 -2.901990 1.0 1.3 -3.1 -0.37
O -13.986980 -2.785500 -0.272880 0.4 -0.4 0.7 -0.03
H -13.102810 -2.476350 -0.470100 0.1 0.1 -0.1 0.02
H -14.444090 -2.757420 -1.113410 -0.1 0.0 -0.8 -0.01
O -11.286680 -4.570710 -4.154890 -0.1 0.0 -0.6 -0.06
H -11.824200 -5.192870 -3.664770 -0.3 -0.2 -0.1 0.02
H -10.898560 -4.008590 -3.484350 0.2 0.0 0.2 -0.04
O -17.160500 0.681710 -3.326030 -0.2 0.5 0.5 -0.05
H -16.560510 0.102320 -3.795670 0.2 -0.2 -0.2 -0.04
H -17.983540 0.194530 -3.287350 -0.2 0.0 -0.1 0.02
O -15.820840 -0.857280 0.436800 0.1 0.9 0.2 -0.05
H -16.024010 -1.521680 -0.221630 -0.6 -0.3 0.0 -0.01
H -15.297860 -1.320150 1.091380 0.1 -0.2 0.0 0.04
O -14.058990 -6.462230 -4.921040 0.0 -0.5 0.2 -0.05
H -14.703280 -5.756920 -4.860550 -0.2 0.4 0.2 0.01
H -13.754380 -6.431890 -5.827970 0.3 0.2 -0.1 0.01
O -15.021310 -0.382350 -7.783350 0.3 0.1 -0.4 -0.03
H -15.406950 -0.815120 -7.021620 -0.3 -0.2 0.4 0.01
H -15.339230 0.519140 -7.733700 -0.6 0.2 -0.1 0.06
O -9.998830 -1.356230 -6.645680 0.2 0.3 0.1 -0.05
H -9.591130 -2.215640 -6.538740 0.0 -0.2 0.1 0.04
H -10.489650 -1.423680 -7.464690 -0.2 -0.1 -0.3 0.00
O -10.298040 -3.532970 -1.841710 0.0 0.1 0.3 -0.02
H -10.886980 -2.992110 -1.315540 -0.3 0.1 0.1 0.04
H -9.421870 -3.308320 -1.528520 0.4 -0.1 0.0 0.06
O -13.761770 0.384230 -1.190680 0.5 0.4 -0.6 -0.04
H -12.902590 0.131900 -0.852500 0.2 0.1 0.0 0.03
H -14.379960 -0.166570 -0.710360 -0.8 -0.2 0.5 -0.02
O -13.880260 2.828780 -3.445240 0.0 0.4 -0.2 -0.05
H -13.064590 2.774410 -3.943210 0.2 0.0 -0.1 0.02
H -14.010430 1.945290 -3.100680 -0.1 -0.3 0.4 -0.01
O -18.113760 -0.197630 -6.216210 -0.5 0.3 -0.3 -0.05
H -17.406490 -0.519560 -5.657310 0.2 -0.1 0.2 -0.04
H -18.641650 -0.973240 -6.405950 -0.1 -0.2 -0.1 0.03
O -16.153270 -5.375490 -2.167430 -0.2 -0.4 0.0 -0.05
H -16.013690 -4.432180 -2.250500 0.0 0.4 -0.1 -0.02
H -15.305700 -5.719600 -1.885560 0.2 -0.1 0.0 0.03
O -17.462870 -2.546820 -1.266580 -0.2 -0.2 0.5 -0.04
H -18.232120 -2.094590 -1.612950 -0.2 0.1 0.0 0.05
H -16.768690 -2.357460 -1.897840 0.4 0.1 -0.8 -0.03
O -13.190130 -4.466470 -7.390120 0.3 -0.4 -0.5 -0.05
H -13.494220 -3.834680 -6.738510 -0.1 0.3 0.5 -0.02
H -13.928210 -5.064610 -7.507160 -0.2 0.0 -0.1 0.02
O -9.689840 -1.068160 -3.701030 0.4 0.3 0.0 -0.04
H -9.610820 -1.192890 -2.755290 0.0 0.0 0.1 0.01
H -10.571570 -1.375980 -3.910850 -0.1 -0.2 -0.3 -0.01
O -12.199960 -1.559310 -9.120110 0.4 -0.4 -0.5 -0.06
H -12.241460 -1.014410 -8.334230 -0.2 0.5 0.3 -0.04
H -13.114090 -1.679650 -9.377250 -0.2 -0.1 0.1 0.03
O -12.480000 0.597130 -7.381010 0.5 0.5 0.0 -0.05
H -12.263470 1.112130 -6.603760 0.3 0.0 0.2 0.05
H -13.436820 0.593490 -7.407590 -0.4 -0.4 -0.1 0.00

# 2
11
Properties=species:S:1:pos:R:3:forces:R:3:lowdin_charge:R:1 method="wB97M-V/def2-TZVPD" homo_lumo_gap_ev=10.246 homo_energy_ev=-14.9 energy_ha=-2708.77475 charge=+1 e_above_lowest_ev=3.0703
C -1.228024 -0.166146 0.012510 -0.9 2.1 2.5 -0.03
C 1.024793 0.511411 -0.189180 1.2 3.1 6.4 -0.63
N 0.159292 -0.581585 -0.018105 -0.5 -1.9 -1.3 -0.15
Br 2.857801 -0.000983 0.051021 -0.9 0.5 -0.2 0.79
H -1.326142 0.446736 1.001557 0.1 -1.0 -1.7 0.13
H -1.472595 0.532833 -0.790931 -0.2 -0.7 -0.1 0.12
H -1.787049 -1.053189 0.170466 -1.1 -0.5 -0.6 0.10
H 0.772024 0.996826 -1.042161 -0.2 1.4 -2.7 0.03
H 0.329143 1.664446 0.953108 2.1 -2.7 -2.6 0.28
H 0.410985 -1.079094 -0.879614 -0.8 -0.9 0.0 0.18
H 0.259771 -1.271257 0.731334 1.0 0.5 0.3 0.19